11
Properties=species:S:1:pos:R:3 method="wB97M-V/def2-TZVPD" charge=+1 max_force_ev_per_a=5.547 orbital_gap_ev=3.709 e_tot_ev=-5154.702 multiplicity=1 de_lowest_ev=6.764
C 0.224 0.514 -0.102
C 1.410 1.016 -0.491
N 2.350 0.697 -1.539
N -2.879 -1.302 1.490
H 0.075 -0.622 -0.131
H 1.824 1.935 -0.045
H 2.245 -0.149 -2.144
H 3.271 1.166 -1.589
H -3.557 -1.340 2.259
H -1.931 -0.974 1.717
H -3.032 -0.940 0.574